Entry from the Open Molecules 2025 dataset: a molecular structure, C48H72CuO36 in a non-equilibrium geometry (ωB97M-V/def2-TZVPD).

Geometry as XYZ:
```
157
Properties=species:S:1:pos:R:3:lowdin_charge:R:1
Cu 11.451 14.480 14.384 0.38
C 13.069 18.800 10.024 0.01
C 13.772 18.677 11.372 -0.28
C 13.463 19.583 12.539 -0.06
O 13.198 18.704 13.642 0.11
C 13.144 17.462 13.191 -0.54
O 12.883 16.468 13.839 0.12
O 13.426 17.375 11.885 0.08
H 12.001 18.803 10.157 0.08
H 13.326 17.907 9.465 0.08
H 13.377 19.726 9.567 0.09
H 14.840 18.728 11.159 0.14
H 12.661 20.319 12.292 0.13
H 14.285 20.167 12.898 0.12
C 11.210 15.705 8.360 0.00
C 10.165 15.157 9.370 -0.22
C 10.486 13.734 9.801 -0.07
O 10.358 13.728 11.229 0.09
C 10.261 14.993 11.627 -0.57
O 10.192 15.364 12.762 0.13
O 10.271 15.886 10.656 0.09
H 11.285 14.987 7.529 0.10
H 12.160 15.738 8.866 0.06
H 10.916 16.701 8.093 0.08
H 9.162 15.272 8.978 0.15
H 11.465 13.389 9.461 0.13
H 9.705 12.992 9.544 0.13
C 12.030 9.121 17.471 0.00
C 11.313 9.788 16.357 -0.33
C 12.197 9.923 15.124 -0.11
O 11.672 9.007 14.202 0.04
C 10.565 8.384 14.750 -0.55
O 10.065 7.461 14.220 0.18
O 10.275 8.962 15.907 0.11
H 12.138 8.049 17.337 0.11
H 11.512 9.376 18.399 0.09
H 12.967 9.577 17.671 0.08
H 11.018 10.779 16.630 0.11
H 13.226 9.710 15.332 0.12
H 12.099 10.959 14.802 0.11
C 17.108 14.669 11.716 -0.01
C 15.666 14.971 11.636 -0.35
C 14.874 14.386 10.498 -0.01
O 13.571 14.108 11.177 0.07
C 13.833 13.974 12.480 -0.57
O 13.089 13.473 13.259 0.15
O 15.060 14.402 12.794 0.09
H 17.674 15.392 11.122 0.10
H 17.405 13.661 11.423 0.10
H 17.465 14.869 12.718 0.08
H 15.481 16.042 11.630 0.13
H 15.274 13.452 10.130 0.13
H 14.674 15.098 9.669 0.15
C 7.620 17.139 19.702 -0.01
C 7.893 16.037 18.732 -0.30
C 6.962 15.775 17.588 -0.09
O 7.809 15.264 16.542 0.02
C 9.094 15.802 16.716 -0.53
O 9.958 15.785 15.947 0.20
O 9.153 16.344 17.987 0.04
H 8.546 17.192 20.318 0.10
H 6.784 16.774 20.277 0.09
H 7.388 18.087 19.216 0.10
H 8.134 15.158 19.334 0.15
H 6.447 16.626 17.203 0.13
H 6.261 14.952 17.864 0.15
C 15.601 17.874 17.009 -0.01
C 16.445 17.487 15.863 -0.29
C 15.827 16.458 14.918 -0.05
O 16.052 17.045 13.624 0.08
C 16.318 18.313 13.794 -0.59
O 16.379 19.121 12.871 0.12
O 16.524 18.638 15.038 0.14
H 15.548 17.095 17.758 0.09
H 14.603 18.183 16.689 0.08
H 16.083 18.722 17.492 0.10
H 17.433 17.204 16.264 0.17
H 14.784 16.247 15.121 0.11
H 16.240 15.459 14.928 0.12
C 10.830 19.692 17.528 0.00
C 12.034 18.797 17.790 -0.28
C 11.847 17.908 19.003 -0.06
O 12.425 16.636 18.606 0.07
C 12.520 16.628 17.261 -0.54
O 12.873 15.631 16.649 0.12
O 12.169 17.815 16.736 0.08
H 9.869 19.222 17.272 0.08
H 11.084 20.414 16.743 0.09
H 10.674 20.240 18.462 0.10
H 12.952 19.390 17.833 0.16
H 10.780 17.808 19.265 0.12
H 12.305 18.187 19.944 0.14
C 12.368 10.488 11.555 0.00
C 11.445 9.832 10.520 -0.26
C 10.119 9.325 11.019 -0.09
O 9.297 9.460 9.856 0.08
C 9.760 10.500 9.125 -0.58
O 9.146 11.012 8.246 0.16
O 11.007 10.851 9.527 0.05
H 11.933 11.325 12.096 0.07
H 13.169 10.900 10.952 0.08
H 12.780 9.734 12.224 0.08
H 11.986 9.034 9.979 0.16
H 9.787 9.938 11.855 0.13
H 10.202 8.268 11.287 0.15
C 15.179 11.990 15.878 0.00
C 15.839 12.411 17.150 -0.29
C 15.750 13.867 17.580 -0.06
O 15.585 13.779 19.017 0.08
C 15.325 12.527 19.358 -0.68
O 15.119 12.177 20.459 0.17
O 15.315 11.720 18.316 0.10
H 14.094 12.236 15.959 0.08
H 15.277 10.955 15.638 0.08
H 15.641 12.604 15.108 0.09
H 16.889 12.096 17.112 0.16
H 14.893 14.342 17.170 0.10
H 16.669 14.447 17.424 0.14
C 7.039 11.327 16.895 -0.01
C 7.452 11.411 15.432 -0.27
C 6.923 12.570 14.576 -0.11
O 7.969 12.941 13.713 0.08
C 9.103 12.334 14.254 -0.53
O 10.147 12.363 13.727 0.17
O 8.877 11.714 15.426 0.08
H 7.600 10.527 17.368 0.09
H 5.976 11.139 16.952 0.09
H 7.235 12.283 17.372 0.07
H 7.232 10.415 15.012 0.16
H 6.631 13.418 15.189 0.12
H 6.060 12.257 13.996 0.14
C 10.192 12.373 19.405 0.00
C 10.994 13.625 19.263 -0.23
C 12.507 13.285 19.278 -0.03
O 12.730 12.801 17.920 0.09
C 11.782 13.323 17.170 -0.63
O 11.775 13.112 15.997 0.13
O 10.873 13.973 17.847 0.08
H 9.183 12.641 19.107 0.08
H 10.169 12.036 20.421 0.10
H 10.477 11.577 18.721 0.09
H 10.640 14.472 19.881 0.17
H 12.813 12.526 19.991 0.14
H 12.968 14.254 19.396 0.13
C 8.237 18.167 14.746 -0.01
C 9.538 18.513 14.115 -0.30
C 9.496 18.492 12.595 -0.02
O 10.172 19.755 12.243 0.06
C 10.415 20.504 13.321 -0.61
O 11.057 21.487 13.409 0.17
O 9.899 19.883 14.399 0.07
H 7.421 18.789 14.406 0.10
H 8.325 18.206 15.827 0.07
H 8.027 17.106 14.496 0.11
H 10.350 17.886 14.497 0.14
H 8.503 18.575 12.198 0.13
H 10.000 17.713 12.072 0.09
```

Computed properties:
max |F|	4.72	eV/A
net charge	+1
HOMO energy	-10.33	eV
spin multiplicity	1